Entry 1:
{"formula": "C41H34N3O2PPtS3", "method": "ωB97M-V/def2-TZVPD", "symbols": ["Pt", "O", "N", "C", "C", "C", "C", "C", "C", "C", "P", "C", "C", "C", "C", "C", "C", "C", "C", "C", "C", "C", "C", "H", "H", "H", "H", "H", "H", "H", "H", "H", "H", "H", "H", "H", "H", "H", "H", "S", "C", "C", "C", "C", "C", "C", "N", "C", "C", "C", "C", "C", "C", "C", "C", "N", "C", "C", "C", "C", "C", "S", "C", "H", "H", "H", "H", "H", "H", "H", "H", "H", "H", "H", "H", "C", "S", "C", "O", "H", "H", "H", "H", "H", "H"], "positions_angstrom": [[0.81865, -0.18921, -0.89974], [3.33986, -0.54537, -2.12476], [2.81135, -0.39716, -0.84097], [3.63406, -0.79111, 0.04863], [3.45665, -0.81192, 1.49440], [4.65918, -0.90585, 2.20555], [4.67559, -0.86656, 3.58794], [3.48214, -0.74580, 4.28198], [2.28302, -0.66874, 3.59073], [2.24553, -0.70958, 2.20206], [0.61252, -0.59461, 1.41218], [-0.11307, 0.87941, 2.18350], [0.41815, 2.10763, 1.78058], [-0.05414, 3.28822, 2.32588], [-1.07306, 3.25474, 3.27040], [-1.60229, 2.03979, 3.67528], [-1.12501, 0.85141, 3.13761], [-0.29717, -2.04534, 1.98858], [-1.69249, -2.06993, 1.91323], [-2.39377, -3.20603, 2.28414], [-1.71019, -4.33326, 2.71841], [-0.32418, -4.31879, 2.78644], [0.38145, -3.18154, 2.42612], [3.00072, 0.20461, -2.63751], [4.61156, -1.07955, -0.32692], [5.59107, -0.99966, 1.66310], [5.61431, -0.93006, 4.11978], [3.48024, -0.71584, 5.36273], [1.35732, -0.57906, 4.14619], [1.21605, 2.13950, 1.04598], [0.37404, 4.23320, 2.01824], [-1.44677, 4.17571, 3.69658], [-2.38557, 2.01072, 4.42019], [-1.53443, -0.08889, 3.48183], [-2.24252, -1.19176, 1.59928], [-3.47471, -3.20668, 2.24033], [-2.25811, -5.21740, 3.01502], [0.21190, -5.19179, 3.13320], [1.46170, -3.18605, 2.49287], [-6.01444, -1.84951, -1.34885], [-6.26683, -3.50766, -1.05372], [-5.10463, -4.16024, -0.77046], [-3.98454, -3.29886, -0.78880], [-4.31795, -1.99972, -1.08671], [-3.42839, -0.84863, -1.18892], [-2.03926, -1.03994, -1.06274], [-1.18011, -0.04352, -1.14997], [-1.61705, 1.21255, -1.42218], [-2.97756, 1.50941, -1.49810], [-3.35845, 2.87918, -1.70170], [-2.42803, 3.84911, -1.83353], [-1.02340, 3.54739, -1.81527], [-0.01986, 4.51333, -1.95131], [1.31315, 4.14064, -1.92922], [1.59731, 2.76522, -1.80526], [0.67377, 1.83144, -1.68109], [-0.62971, 2.21598, -1.64484], [2.39773, 5.10820, -2.04609], [2.30183, 6.43954, -2.35863], [3.55496, 7.09272, -2.37882], [4.58496, 6.25456, -2.08033], [4.04454, 4.66642, -1.77317], [-3.88428, 0.44750, -1.36842], [-7.26132, -3.91855, -1.11054], [-5.05356, -5.21694, -0.55720], [-2.98064, -3.63272, -0.56973], [-1.59914, -2.00772, -0.86357], [-4.41225, 3.11959, -1.74476], [-2.72907, 4.87844, -1.97631], [-0.29814, 5.55252, -2.06144], [2.62641, 2.42495, -1.81947], [1.37395, 6.94266, -2.58436], [3.68747, 8.13833, -2.60881], [5.63559, 6.48597, -2.02553], [-4.94566, 0.65505, -1.42364], [-0.16588, -3.76681, -3.70163], [1.25299, -3.25222, -2.73067], [1.75115, -4.86862, -2.13922], [0.66468, -2.56960, -1.50747], [0.17540, -4.39831, -4.52104], [-0.63026, -2.87044, -4.10698], [-0.86597, -4.30581, -3.06496], [2.02368, -5.49256, -2.98932], [0.92948, -5.30964, -1.57718], [2.61777, -4.73005, -1.49708]], "de_lowest_kj_mol": 155.0, "spin_multiplicity": 1, "charge": 2, "lumo_energy_ev": -5.663, "e_tot_ha": -3552.28906, "homo_lumo_gap_ev": 6.940}

---

Entry 2:
{"formula": "C41H34NO3S2TeV", "method": "ωB97M-V/def2-TZVPD", "symbols": ["V", "C", "C", "C", "C", "C", "O", "C", "C", "C", "C", "C", "C", "C", "O", "C", "C", "C", "N", "C", "C", "Te", "C", "C", "C", "C", "C", "C", "C", "C", "C", "C", "C", "C", "H", "H", "H", "H", "H", "H", "H", "H", "H", "H", "H", "H", "H", "H", "H", "H", "H", "H", "H", "H", "H", "H", "H", "H", "S", "O", "S", "C", "C", "C", "C", "C", "C", "C", "C", "C", "C", "C", "C", "H", "H", "H", "H", "H", "H", "H", "H", "H", "H"], "positions_angstrom": [[1.62943, 0.17810, 0.43213], [-2.81747, 2.97467, 4.48208], [-2.06107, 1.96286, 3.66380], [-2.58735, 0.72845, 3.36922], [-1.91520, -0.20836, 2.56225], [-2.57394, -1.52611, 2.42042], [-3.54181, -1.80891, 3.11478], [-2.12622, -2.58415, 1.44878], [-1.93877, -2.34320, 0.09295], [-1.69268, -3.40292, -0.76705], [-1.57554, -4.69644, -0.27538], [-1.73440, -4.93460, 1.08035], [-2.03626, -3.88375, 1.93321], [-0.64532, 0.12483, 2.04991], [0.02253, -0.64331, 1.21878], [-0.05034, 1.37322, 2.41650], [-0.78227, 2.26128, 3.16967], [1.28020, 1.65281, 1.81308], [1.35280, 2.11785, 0.48930], [0.24635, 2.79519, -0.14835], [-0.13379, 2.08271, -1.43920], [-1.81204, 2.92496, -2.46251], [-3.24359, 2.05321, -1.18878], [-3.70430, 2.73410, -0.06426], [-4.63137, 2.14492, 0.78268], [-5.10674, 0.86903, 0.51818], [-4.65433, 0.18390, -0.59871], [-3.72974, 0.77486, -1.44970], [2.42758, 1.92785, 2.72143], [3.59551, 2.52351, 2.23675], [4.69025, 2.71328, 3.06202], [4.65136, 2.31925, 4.39419], [3.49247, 1.73654, 4.88816], [2.39312, 1.54600, 4.06535], [-3.75794, 2.55792, 4.84488], [-3.05347, 3.87015, 3.89984], [-2.24197, 3.30263, 5.35108], [-3.55709, 0.44257, 3.75783], [-1.99234, -1.32703, -0.27737], [-1.59572, -3.23164, -1.83113], [-1.36307, -5.51645, -0.95045], [-1.63653, -5.93928, 1.47199], [-2.20715, -4.06063, 2.98676], [-0.33280, 3.22184, 3.41231], [0.50827, 3.83120, -0.40394], [-0.63065, 2.84461, 0.51019], [-0.41850, 1.04011, -1.25603], [0.69573, 2.08718, -2.14576], [-3.32570, 3.72468, 0.15439], [-4.96564, 2.67666, 1.66438], [-5.80774, 0.39702, 1.19434], [-5.00713, -0.81962, -0.79989], [-3.37650, 0.23714, -2.32208], [3.63107, 2.81450, 1.19513], [5.58843, 3.16635, 2.65860], [5.51191, 2.45957, 5.03646], [3.44118, 1.42051, 5.92367], [1.50143, 1.08095, 4.46672], [3.31192, -1.10495, 0.65185], [2.85736, 0.71336, -1.96233], [2.07039, -0.54936, -1.99572], [1.06253, -0.39732, -3.47731], [-0.18013, -1.00717, -3.48897], [-1.01089, -0.85225, -4.59032], [-0.59394, -0.07834, -5.66282], [0.64742, 0.54537, -5.63151], [1.48218, 0.39278, -4.53524], [3.10657, -1.89188, -2.53917], [4.37004, -1.59284, -3.01079], [5.17450, -2.63538, -3.44840], [4.70919, -3.94202, -3.40120], [3.44064, -4.21960, -2.90687], [2.62749, -3.18854, -2.46470], [-0.50427, -1.57338, -2.62569], [-1.98914, -1.31599, -4.59737], [-1.24445, 0.05889, -6.51666], [0.96243, 1.16531, -6.46137], [2.43732, 0.89859, -4.47522], [4.70823, -0.56488, -2.99570], [6.17204, -2.42769, -3.81372], [5.34467, -4.75227, -3.73558], [3.09170, -5.24238, -2.84872], [1.65111, -3.39061, -2.04042]], "de_lowest_kj_mol": 52.6, "spin_multiplicity": 2, "charge": -1, "lumo_energy_ev": [2.093, 2.093], "e_tot_ha": -3871.69387, "homo_lumo_gap_ev": [6.220, 6.073]}

---

Entry 3:
{"formula": "C41H35BBrClN2O6Ti", "method": "ωB97M-V/def2-TZVPD", "symbols": ["Ti", "C", "C", "C", "C", "C", "Br", "N", "C", "H", "H", "H", "H", "H", "H", "Cl", "C", "C", "C", "C", "C", "C", "C", "O", "O", "H", "H", "H", "H", "O", "B", "O", "C", "C", "C", "C", "C", "C", "H", "H", "H", "H", "C", "C", "C", "C", "C", "C", "C", "C", "C", "C", "O", "O", "H", "H", "H", "H", "H", "H", "H", "H", "H", "H", "H", "C", "C", "C", "C", "C", "C", "N", "C", "C", "C", "C", "C", "C", "H", "H", "H", "H", "H", "H", "H", "H", "H", "H"], "positions_angstrom": [[0.08063, -0.84003, 0.41619], [1.03788, -4.41234, -3.47749], [0.65795, -4.31579, -2.02674], [0.17440, -5.45166, -1.32482], [-0.07559, -5.28475, 0.05341], [0.04823, -4.05486, 0.62550], [-0.15117, -3.92037, 2.51348], [0.39277, -2.90698, -0.04648], [0.76752, -3.13024, -1.36884], [1.78295, -5.19741, -3.64201], [1.44692, -3.46507, -3.83118], [0.16520, -4.65683, -4.09195], [0.06910, -6.41701, -1.80375], [-0.34687, -6.12763, 0.67531], [1.12933, -2.25242, -1.88780], [-5.92491, 0.77360, 6.47835], [-4.85161, 0.24396, 5.19966], [-5.38500, -0.40720, 4.09969], [-4.52869, -0.82241, 3.08834], [-3.16345, -0.59488, 3.17530], [-2.65241, 0.06209, 4.28757], [-3.49256, 0.48765, 5.30707], [-2.24410, -1.03150, 2.05847], [-2.71417, -1.54747, 1.03690], [-1.01051, -0.81050, 2.24294], [-6.45143, -0.58084, 4.04204], [-4.90864, -1.33017, 2.21023], [-1.58498, 0.24226, 4.33394], [-3.09675, 1.00719, 6.16961], [2.26603, 1.50503, -0.56461], [1.76632, 0.18177, -0.83877], [2.49986, -0.26393, -1.99845], [3.36008, 0.72097, -2.35559], [4.25781, 0.75062, -3.39747], [5.02859, 1.90985, -3.54795], [4.88656, 2.98219, -2.67593], [3.96919, 2.93848, -1.61958], [3.21767, 1.79415, -1.48249], [4.36040, -0.09390, -4.06667], [5.74883, 1.96944, -4.35522], [5.49920, 3.86534, -2.81272], [3.85502, 3.76510, -0.93037], [-4.52210, 3.29233, -5.17665], [-3.73517, 2.51230, -4.15426], [-4.37223, 1.78497, -3.16405], [-3.65826, 1.07430, -2.19718], [-4.39859, 0.29926, -1.13695], [-2.27068, 1.10350, -2.24335], [-1.59816, 1.82414, -3.23760], [-0.09242, 1.83854, -3.26975], [-2.34193, 2.52041, -4.17838], [-1.44725, 0.36642, -1.22091], [-0.96885, -0.76167, -1.50893], [-1.21052, 0.91191, -0.11223], [-5.57761, 3.01878, -5.15041], [-4.14743, 3.10810, -6.18567], [-4.45121, 4.36750, -4.99268], [-5.45877, 1.76249, -3.13826], [-4.93787, 0.98259, -0.47544], [-3.74054, -0.30975, -0.51845], [-5.13541, -0.36221, -1.59946], [0.30247, 0.82635, -3.37681], [0.30708, 2.23465, -2.33336], [0.27814, 2.44991, -4.09305], [-1.82421, 3.08122, -4.95183], [5.69520, -1.16377, 1.44001], [4.71513, -1.94215, 0.83238], [3.36859, -1.67949, 1.01100], [2.92593, -0.60085, 1.80620], [3.93640, 0.18394, 2.41142], [5.27975, -0.09767, 2.23104], [1.58248, -0.32537, 1.90120], [1.20059, 0.56254, 2.91668], [0.52334, 1.74935, 2.61731], [0.08531, 2.59814, 3.62268], [0.32790, 2.30473, 4.96053], [1.00665, 1.13035, 5.27199], [1.43058, 0.27375, 4.26775], [6.74790, -1.37455, 1.29461], [5.00434, -2.78040, 0.20699], [2.62412, -2.31176, 0.54641], [3.64615, 1.04088, 3.00512], [6.01948, 0.54098, 2.70425], [0.33145, 1.98704, 1.57784], [-0.45233, 3.50150, 3.35589], [-0.01516, 2.97164, 5.74298], [1.19410, 0.87322, 6.30952], [1.93804, -0.65158, 4.51475]], "de_lowest_kj_mol": 227.2, "spin_multiplicity": 3, "charge": -2, "lumo_energy_ev": [3.911, 3.911], "e_tot_ha": -6053.13768, "homo_lumo_gap_ev": [3.563, 5.616]}